1.
C25H26NO5 as an isolated structure in a non-equilibrium geometry. Source: OMol25; level of theory: ωB97M-V with the def2-TZVPD basis set.

```
57
C25H26NO5 | OMol25 | ωB97M-V with the def2-TZVPD basis set
C 5.446 -0.733 1.615
C 4.127 -1.324 1.206
O 3.600 -0.456 0.183
C 2.357 -0.803 -0.187
C 1.934 -0.081 -1.446
C 2.672 1.227 -1.571
C 2.371 -1.047 -2.557
C 2.439 -0.467 -3.947
O 2.684 -2.202 -2.311
O 1.678 -1.609 0.418
H 5.899 -1.356 2.385
H 6.134 -0.673 0.766
H 5.307 0.272 2.025
H 4.239 -2.326 0.774
H 3.425 -1.361 2.046
H 2.588 1.810 -0.649
H 3.741 1.053 -1.778
H 2.256 1.824 -2.393
H 3.319 0.182 -4.061
H 2.524 -1.295 -4.655
H 1.532 0.102 -4.181
C -0.940 4.410 4.062
N -1.651 3.287 3.488
C -3.002 3.084 3.974
C -1.074 2.404 2.621
C -1.532 1.062 2.556
C -1.068 0.227 1.569
C -0.343 0.732 0.445
C -0.224 -0.044 -0.755
C -1.226 -0.832 -1.187
C -1.110 -1.666 -2.428
O -0.211 -1.636 -3.260
C -2.331 -2.510 -2.475
C -3.202 -2.161 -1.436
C -4.421 -2.811 -1.275
C -4.755 -3.833 -2.168
C -3.885 -4.172 -3.229
C -2.668 -3.501 -3.390
C -2.631 -1.036 -0.643
O -3.254 -0.431 0.225
C 0.207 2.031 0.591
C -0.067 2.813 1.699
H -0.002 4.587 3.531
H -1.572 5.305 4.008
H -0.710 4.224 5.124
H -3.631 2.646 3.187
H -3.027 2.417 4.848
H -3.414 4.057 4.262
H -2.267 0.699 3.279
H -1.254 -0.840 1.639
H 0.703 0.090 -1.490
H -5.077 -2.512 -0.457
H -5.697 -4.373 -2.050
H -4.167 -4.961 -3.927
H -1.973 -3.728 -4.198
H 0.804 2.444 -0.220
H 0.400 3.791 1.801
```

The total charge is -1. As for the relative energy (zero: lowest compared OMol25 entry of this formula, charge and spin): 407.85 kJ/mol.



2.
C25H26NO7P2Pt as an isolated structure in a non-equilibrium geometry. Source: OMol25; level of theory: ωB97M-V with the def2-TZVPD basis set.

```
62
C25H26NO7P2Pt | OMol25 | ωB97M-V with the def2-TZVPD basis set
Pt -1.706 0.245 0.192
N -0.657 3.852 2.969
C -0.624 2.678 1.980
C 0.772 2.535 1.377
P -1.899 2.996 0.626
O -2.673 4.285 1.200
O -1.137 3.284 -0.597
O -2.936 1.850 0.612
P -1.194 1.266 3.034
O 0.210 0.870 3.720
O -2.108 1.914 4.011
O -1.693 0.058 2.226
H -1.064 4.685 2.543
H 0.269 4.051 3.341
H -1.290 3.524 3.723
H 1.077 3.467 0.899
H 0.766 1.780 0.597
H 1.494 2.243 2.140
H -3.542 4.054 1.560
H 0.199 0.003 4.147
C -0.218 -0.907 -0.136
C 0.848 -1.474 0.093
C 2.072 -2.028 0.343
C 2.231 -2.835 1.545
C 1.204 -2.850 2.504
C 1.348 -3.580 3.665
C 2.507 -4.323 3.876
C 3.507 -4.363 2.914
C 3.371 -3.628 1.750
C 3.184 -1.706 -0.556
C 4.465 -1.436 -0.059
C 5.487 -1.088 -0.927
C 5.242 -1.009 -2.291
C 3.971 -1.267 -2.791
C 2.942 -1.594 -1.928
H 0.305 -2.271 2.326
H 0.556 -3.591 4.401
H 2.624 -4.888 4.793
H 4.385 -4.977 3.065
H 4.130 -3.693 0.984
H 4.646 -1.453 1.007
H 6.473 -0.871 -0.538
H 6.041 -0.729 -2.966
H 3.782 -1.206 -3.854
H 1.947 -1.790 -2.309
C -4.953 -1.572 -2.512
C -3.882 -0.649 -2.012
O -3.442 -0.816 -0.879
C -3.385 0.448 -2.884
C -4.191 0.960 -3.898
C -3.742 2.017 -4.673
C -2.477 2.551 -4.458
C -1.653 2.028 -3.471
C -2.117 0.978 -2.699
H -5.047 -2.415 -1.833
H -4.726 -1.917 -3.521
H -5.908 -1.042 -2.545
H -5.181 0.558 -4.068
H -4.382 2.429 -5.442
H -2.130 3.379 -5.064
H -0.668 2.435 -3.292
H -1.429 0.547 -1.961
```

The total charge is +1. As for the relative energy (zero: lowest compared OMol25 entry of this formula, charge and spin): 123.52 kJ/mol.